(1)
{"formula": "H4KO6P", "method": "the ωB97M-V functional and the def2-TZVPD basis", "charge": -1, "spin_multiplicity": 2, "homo_lumo_gap_ev": [5.43, 5.02], "symbols": ["K", "P", "O", "O", "O", "O", "O", "H", "H", "O", "H", "H"], "coordinates": [[1.0434, -0.4763, 0.6497], [0.3893, 2.0508, -1.0836], [0.1143, 3.2933, -1.9645], [0.1010, 0.7394, -1.8115], [-0.5060, 2.0950, 0.1910], [1.8645, 1.9292, -0.5972], [-1.0579, -1.3422, -1.0907], [-1.0137, -1.8685, -1.8890], [-0.7169, -0.4858, -1.3486], [-0.1474, -1.8866, 2.6092], [0.5879, -2.3952, 2.9511], [-0.6585, -1.6530, 3.3841]], "mulliken_charge": [0.8907, 0.5895, -0.6213, -0.7490, -0.5306, -0.6418, -0.6997, 0.2542, 0.4860, -0.5863, 0.3118, 0.2964]}

---

(2)
{"formula": "C5H10N", "method": "the ωB97M-V functional and the def2-TZVPD basis", "de_lowest_kj_mol": 629.3, "charge": 1, "homo_lumo_gap_ev": [8.77, 8.31], "symbols": ["C", "C", "C", "C", "C", "N", "H", "H", "H", "H", "H", "H", "H", "H", "H", "H"], "coordinates": [[0.4058, 1.4683, 1.0570], [1.6040, 0.7489, 0.3385], [-1.6861, -0.3868, -2.7176], [-1.2744, -0.4462, -1.4347], [0.2713, 0.1753, 0.3777], [0.3424, -1.0917, 1.2062], [0.6094, 1.5695, 2.1224], [0.0568, 2.3246, 0.4738], [1.9798, 1.2961, -0.4915], [2.3271, 0.4961, 0.9734], [-1.0233, -0.2226, -3.4372], [-2.7793, -0.2930, -2.9603], [-1.9273, -0.7397, -0.6475], [0.8825, -1.7549, 0.6710], [-0.6089, -1.4749, 1.3561], [0.5152, -0.9167, 2.2346]], "mulliken_charge": [-0.5777, -0.7212, -0.5472, -0.0600, 0.1111, -0.3076, 0.2871, 0.2717, 0.2579, 0.3582, 0.3257, 0.2476, 0.2571, 0.3715, 0.3514, 0.3745]}

---

(3)
{"formula": "C13H9N11O4PtTe", "method": "the ωB97M-V functional and the def2-TZVPD basis", "de_lowest_kj_mol": 21.8, "charge": -2, "homo_lumo_gap_ev": 6.48, "symbols": ["Pt", "O", "C", "O", "C", "C", "N", "N", "C", "C", "O", "O", "H", "H", "H", "N", "C", "N", "N", "N", "N", "C", "N", "N", "N", "N", "H", "Te", "C", "C", "C", "C", "C", "C", "H", "H", "H", "H", "H"], "coordinates": [[-0.7643, 1.2154, 0.7113], [-6.3848, 0.9242, -0.7119], [-5.8924, -0.3060, -0.6623], [-6.5855, -1.2752, -0.8893], [-4.4608, -0.4401, -0.3095], [-3.7596, -1.6395, -0.2730], [-2.4978, -1.3697, 0.0696], [-2.3398, -0.0701, 0.2507], [-3.4897, 0.5273, 0.0059], [-3.4348, 2.0197, -0.0284], [-4.4687, 2.6663, -0.2568], [-2.2757, 2.5240, 0.1374], [-5.6827, 1.6229, -0.5138], [-4.0792, -2.6337, -0.5285], [-1.6022, -1.9063, -0.0435], [1.8247, -1.2878, -0.1331], [1.5097, -0.9152, 1.1577], [2.2109, -1.3250, 2.2038], [1.6478, -0.7145, 3.2597], [0.6454, 0.0020, 2.8888], [0.5311, -0.1011, 1.5421], [0.9990, -2.0533, -0.9534], [1.4791, -2.5933, -2.0691], [0.4364, -3.2614, -2.5838], [-0.6032, -3.1120, -1.8308], [-0.2851, -2.3442, -0.7609], [2.7868, -1.5780, -0.2201], [0.9036, 3.1258, 1.1106], [2.6512, 2.1092, 0.4650], [2.8656, 1.8878, -0.8952], [3.9905, 1.2097, -1.3380], [4.9254, 0.7418, -0.4241], [4.7203, 0.9528, 0.9316], [3.5913, 1.6334, 1.3730], [2.1275, 2.2331, -1.6090], [4.1217, 1.0179, -2.3967], [5.7958, 0.1941, -0.7662], [5.4252, 0.5632, 1.6558], [3.4174, 1.7558, 2.4344]], "mulliken_charge": [0.4477, -0.5623, 0.3753, -0.6507, 0.4285, -0.6764, -0.0312, -0.4926, -0.0273, 1.1432, -0.8653, -0.5141, 0.4757, 0.4987, 0.6333, 0.1847, 0.3461, -0.4434, -0.6618, -0.1725, 0.1793, 0.3139, -0.4988, -0.6275, -0.5438, -0.0670, 0.3052, -0.1562, -0.2355, -0.2862, -0.4813, -0.4803, -0.3674, -0.1575, 0.3652, 0.3470, 0.3411, 0.3170, 0.2971]}

---

(4)
{"formula": "C50H68IrNO4PS2Se", "method": "the ωB97M-V functional and the def2-TZVPD basis", "de_lowest_kj_mol": 295.2, "charge": -1, "homo_lumo_gap_ev": [4.85, 4.85], "symbols": ["Ir", "C", "C", "C", "C", "C", "C", "C", "Se", "C", "C", "C", "C", "C", "C", "O", "C", "C", "C", "C", "C", "C", "C", "C", "C", "O", "C", "C", "C", "C", "C", "C", "H", "H", "H", "H", "H", "H", "H", "H", "H", "H", "H", "H", "H", "H", "H", "H", "H", "H", "H", "H", "H", "H", "H", "H", "H", "H", "H", "H", "H", "H", "H", "H", "H", "H", "H", "H", "H", "H", "H", "H", "S", "C", "N", "C", "C", "C", "C", "P", "C", "C", "C", "C", "C", "C", "C", "C", "C", "C", "H", "H", "H", "H", "H", "H", "H", "H", "H", "H", "H", "H", "H", "H", "H", "H", "H", "H", "H", "H", "H", "H", "H", "O", "C", "O", "C", "C", "C", "C", "S", "C", "C", "H", "H", "H", "H", "H"], "coordinates": [[0.3058, 0.8611, -0.5236], [0.5714, -5.0891, 3.8796], [1.9007, -4.3322, 3.8545], [2.9108, -5.1584, 3.0396], [2.4015, -4.1965, 5.2987], [1.7673, -2.9647, 3.1845], [0.6797, -2.6077, 2.4201], [0.6959, -1.4231, 1.6858], [-0.8258, -1.0508, 0.6174], [-1.9137, 0.1383, 1.6549], [-3.0528, -0.3691, 2.2554], [-3.9714, 0.4878, 2.8403], [-3.6845, 1.8524, 2.7640], [-2.5510, 2.3824, 2.1528], [-1.6104, 1.4838, 1.6000], [-0.4663, 1.8871, 1.0659], [-2.3357, 3.8952, 2.0407], [-2.1910, 4.2936, 0.5611], [-3.5059, 4.6952, 2.6143], [-1.0629, 4.2950, 2.8078], [-5.2486, -0.0672, 3.4714], [-6.2123, 1.0406, 3.8980], [-4.8935, -0.9041, 4.7086], [-5.9770, -0.9599, 2.4533], [1.7970, -0.5718, 1.6044], [1.8706, 0.4342, 0.7520], [2.8685, -0.8596, 2.5082], [2.8223, -2.0406, 3.2296], [4.0550, 0.1044, 2.6572], [4.8205, 0.2251, 1.3338], [5.0497, -0.3607, 3.7236], [3.5320, 1.4904, 3.0730], [0.7080, -6.0426, 4.3961], [-0.1980, -4.5211, 4.4097], [0.2152, -5.3054, 2.8698], [3.0076, -6.1693, 3.4501], [2.5802, -5.2327, 2.0012], [3.8948, -4.6834, 3.0449], [2.4564, -5.1825, 5.7695], [3.3963, -3.7502, 5.3467], [1.7192, -3.5730, 5.8821], [-0.2028, -3.2341, 2.3624], [-3.2040, -1.4451, 2.2611], [-4.3936, 2.5478, 3.1914], [-3.0962, 4.0461, 0.0004], [-2.0163, 5.3720, 0.4813], [-1.3572, 3.7716, 0.0982], [-4.4427, 4.4580, 2.1028], [-3.6361, 4.5218, 3.6868], [-3.3068, 5.7596, 2.4698], [-0.1950, 3.7696, 2.4104], [-0.8946, 5.3735, 2.7163], [-1.1628, 4.0504, 3.8697], [-5.7735, 1.6822, 4.6662], [-6.5049, 1.6616, 3.0472], [-7.1179, 0.5930, 4.3153], [-4.4637, -0.2704, 5.4885], [-5.7875, -1.3897, 5.1134], [-4.1632, -1.6787, 4.4636], [-6.1247, -0.4236, 1.5130], [-5.4103, -1.8683, 2.2384], [-6.9570, -1.2585, 2.8381], [3.6640, -2.2736, 3.8698], [5.1423, -0.7610, 0.9861], [4.1841, 0.6734, 0.5801], [5.7086, 0.8528, 1.4697], [5.5645, -1.2781, 3.4230], [5.8056, 0.4172, 3.8605], [4.5637, -0.5275, 4.6892], [2.7923, 1.8569, 2.3615], [3.0659, 1.4400, 4.0605], [4.3600, 2.2060, 3.1168], [-3.2005, 2.6564, -3.1895], [-2.1091, 1.9392, -2.2211], [-1.3405, 1.4289, -1.5059], [3.5368, 0.5863, -4.5933], [3.0588, 0.1423, -3.2097], [4.2190, 0.1252, -2.2095], [2.5212, -1.2817, -3.3152], [1.6737, 1.2167, -2.5170], [0.5457, 1.2440, -3.9588], [-0.3045, 0.1379, -4.0597], [-1.1708, -0.0009, -5.1321], [-1.2121, 0.9727, -6.1214], [-0.3915, 2.0858, -6.0220], [0.4820, 2.2221, -4.9487], [2.3023, 2.9597, -2.1979], [3.2618, 3.5456, -3.2342], [1.0483, 3.8470, -2.0587], [3.0000, 2.9609, -0.8231], [4.1910, -0.1947, -4.9914], [4.1073, 1.5137, -4.5597], [2.7044, 0.7139, -5.2857], [4.9108, -0.6806, -2.4715], [3.8495, -0.0692, -1.2025], [4.7815, 1.0615, -2.2129], [3.3593, -1.9615, -3.5011], [1.8130, -1.3876, -4.1382], [2.0301, -1.6025, -2.4026], [-0.3033, -0.6120, -3.2734], [-1.8233, -0.8654, -5.1850], [-1.8946, 0.8743, -6.9566], [-0.4352, 2.8655, -6.7734], [1.0984, 3.1078, -4.9006], [2.9281, 3.4090, -4.2608], [4.2591, 3.1116, -3.1422], [3.3499, 4.6215, -3.0520], [0.5273, 4.0015, -3.0029], [1.3452, 4.8232, -1.6631], [0.3274, 3.4125, -1.3598], [3.9156, 2.3723, -0.8185], [2.3507, 2.5656, -0.0399], [3.2557, 3.9920, -0.5572], [-5.1561, -3.8448, -6.0230], [-3.8204, -3.9300, -6.2499], [-3.4425, -4.2443, -7.3460], [-2.9091, -3.6336, -5.1066], [-3.3443, -3.3288, -3.8141], [-2.4428, -3.1188, -2.7879], [-1.0537, -3.2148, -3.0088], [0.0795, -3.0428, -1.7118], [-0.6257, -3.4769, -4.3279], [-1.5353, -3.6916, -5.3454], [-5.3232, -3.5581, -5.1198], [-4.4011, -3.2508, -3.5725], [-2.7927, -2.8834, -1.7909], [0.4385, -3.5223, -4.5230], [-1.2052, -3.9154, -6.3519]], "mulliken_charge": [2.9484, -2.0541, 2.0436, -1.6146, -1.7515, -0.3469, -0.3866, 0.2267, -0.4534, 0.3676, -0.6342, -0.6251, -0.0416, -0.8449, 0.1216, -0.9448, 2.5267, -1.2610, -2.4684, -1.5644, 2.1916, -2.1125, -1.6701, -1.6792, 0.5007, -0.2701, -0.7204, -0.3941, 2.5549, -0.9797, -2.5392, -1.4848, 0.4504, 0.4054, 0.3512, 0.4539, 0.3366, 0.3129, 0.4668, 0.3310, 0.3697, 0.3844, 0.4332, 0.5421, 0.2840, 0.5646, -0.0859, 0.4528, 0.4078, 0.4657, 0.0356, 0.4667, 0.3419, 0.3813, 0.4156, 0.4368, 0.3566, 0.4439, 0.3221, 0.3608, 0.3413, 0.4458, 0.2705, 0.2805, -0.4156, 0.5199, 0.4122, 0.4735, 0.4262, -0.0194, 0.3853, 0.4289, -0.4301, 0.3458, -0.1167, -1.8270, 2.8507, -1.9725, -1.8639, -0.0950, 1.2607, -0.4381, -0.2511, -0.8761, -0.8496, -0.7045, 1.9013, -1.9655, -1.3189, -1.6856, 0.5428, 0.3268, 0.2533, 0.6563, 0.2315, 0.2181, 0.6123, 0.3859, -0.0598, 0.1589, 0.3186, 0.3954, 0.3939, 0.0893, 0.2779, 0.3295, 0.5324, 0.3156, 0.6860, -0.2641, 0.1297, -0.1524, 0.7201, -0.5173, 0.5829, -0.6077, 1.0337, -0.6917, -1.1058, 0.2866, -0.1943, -0.3885, -0.7007, 0.2773, 0.1254, 0.4021, 0.3464, 0.4118]}

---

(5)
{"formula": "C3H4O2", "method": "the ωB97M-V functional and the def2-TZVPD basis", "de_lowest_kj_mol": 173.7, "homo_lumo_gap_ev": 10.86, "symbols": ["C", "C", "C", "H", "H", "H", "H", "O", "O"], "coordinates": [[0.5996, -0.1723, -0.5779], [-0.1233, 1.0447, -0.0903], [-0.2524, -0.9096, 0.3771], [-0.5586, 1.7415, -0.8284], [0.5986, 1.6177, 0.5836], [0.1433, -1.4642, 1.2786], [-0.9189, -1.6588, -0.1303], [1.5077, -0.4611, -1.3136], [-0.9960, 0.2621, 0.7012]], "mulliken_charge": [0.4330, -0.1952, -0.1967, 0.2830, 0.1872, 0.2195, 0.1838, -0.5438, -0.3707]}

---

Listing electronic energy for the structures above in their given order: -1395.27707, -250.76562, -1791.57377, -5945.41978, -267.12661 hartree.